Molecular formula: C8H19ClILaNO2P
Method: DFT, ωB97M-V/def2-TZVPD

```
! wB97M-V def2-TZVPD RIJCOSX def2/J DEFGRID3
* xyz 2 1
C -2.96228 1.48518 2.75966
I -3.92537 0.69254 0.49984
H -1.88947 1.67369 2.99200
H -3.45493 0.81717 3.48277
H -3.48484 2.45208 2.73717
La -1.12101 0.17198 1.35163
P -0.51023 1.95241 -0.98456
C -1.56211 2.19237 -2.46130
C -0.56078 3.63976 -0.27446
H 1.90769 1.81667 -0.97117
H 1.33139 2.97298 -2.21253
H 1.23966 1.20774 -2.51551
C 1.15269 1.99055 -1.75038
H 0.08642 3.68487 0.60872
H -0.21003 4.35475 -1.02860
H -1.37358 3.18636 -2.89537
H -2.61752 2.11668 -2.16632
H -1.58372 3.89653 0.02499
H -1.35006 1.41827 -3.21296
C -1.45646 -0.70124 -1.30737
O -1.85822 -1.27983 -2.21921
Cl 0.71789 1.60727 2.50805
C 1.03059 -4.11064 -0.21172
N 1.89369 -3.31335 0.66741
C 3.26575 -3.78421 0.92408
C 1.47970 -2.16717 1.18171
O 0.29222 -1.70856 1.01715
H 1.56570 -5.04025 -0.42798
H 0.82696 -3.57906 -1.15183
H 0.08200 -4.32962 0.29200
H 4.00586 -3.14918 0.40772
H 3.47301 -3.74211 2.00485
H 3.34811 -4.81694 0.55986
H 2.22127 -1.60768 1.77165
*
```

Calculated values
E = -44947.343 eV